[1]
{
  "formula": "CH3ClOS",
  "method": "wB97M-V/def2-TZVPD",
  "orbital_gap_ev": 6.74,
  "lumo_energy_ev": -1.90,
  "spin_multiplicity": 1,
  "fmax_ev_per_a": 3.50,
  "relative_energy_kj_mol": 261.8,
  "elements": ["H", "S", "O", "Cl", "H", "C", "H"],
  "positions_angstrom": [[-0.10317, 0.87849, 0.96612], [0.82363, -0.96608, 0.62065], [1.08113, -2.43809, 0.73354], [-0.79527, 1.74779, -1.12354], [-1.87684, 0.81205, 0.76248], [-0.91504, 0.65538, 0.27482], [-0.83734, -0.37315, -0.07609]]
}

=====

[2]
{
  "formula": "CH3ClOSi",
  "method": "wB97M-V/def2-TZVPD",
  "orbital_gap_ev": [8.62, 8.62],
  "lumo_energy_ev": [-0.50, -0.50],
  "spin_multiplicity": 1,
  "fmax_ev_per_a": 4.67,
  "relative_energy_kj_mol": 295.1,
  "elements": ["Si", "O", "H", "Cl", "C", "H", "H"],
  "positions_angstrom": [[-0.55057, 0.55593, -0.20405], [0.83217, -1.58206, -0.92259], [1.04086, -1.29269, 1.06676], [-2.52242, 0.52068, -0.29547], [0.57188, -0.95248, 0.09408], [0.70319, 1.51875, 1.58206], [-0.07512, 1.23187, -1.32079]]
}

=====

[3]
{
  "formula": "CH3ClOSi",
  "method": "wB97M-V/def2-TZVPD",
  "orbital_gap_ev": [8.56, 6.77],
  "lumo_energy_ev": [0.60, -0.83],
  "spin_multiplicity": 1,
  "fmax_ev_per_a": 2.70,
  "relative_energy_kj_mol": 187.1,
  "elements": ["H", "O", "C", "H", "Si", "Cl", "H"],
  "positions_angstrom": [[-0.70948, 0.78156, 1.85269], [0.15769, 0.06740, -0.44487], [0.92502, -0.98236, -0.59797], [1.39574, -1.43103, 0.38329], [-0.47211, 1.21675, 0.55300], [-2.28471, 1.67649, -0.08152], [0.98784, -1.32881, -1.66462]]
}

=====

[4]
{
  "formula": "CH3F",
  "method": "wB97M-V/def2-TZVPD",
  "orbital_gap_ev": 10.11,
  "lumo_energy_ev": 0.39,
  "spin_multiplicity": 1,
  "fmax_ev_per_a": 6.72,
  "relative_energy_kj_mol": 309.7,
  "elements": ["H", "H", "F", "C", "H"],
  "positions_angstrom": [[-1.01908, -0.11293, -0.25762], [0.10389, 0.32804, 1.07756], [0.68773, -1.24057, -0.07941], [-0.06073, -0.17490, 0.22696], [0.28819, 1.20036, -0.96750]]
}